{"formula": "C44H46N4O6S2SiZr", "method": "ωB97M-V with the def2-TZVPD basis set", "species": ["Zr", "C", "O", "C", "C", "C", "C", "C", "C", "N", "N", "C", "C", "O", "C", "C", "C", "C", "C", "C", "C", "C", "H", "H", "H", "H", "H", "H", "H", "H", "H", "H", "H", "H", "H", "C", "Si", "C", "C", "C", "C", "C", "C", "N", "C", "S", "H", "H", "H", "H", "H", "H", "H", "H", "H", "H", "H", "H", "C", "C", "C", "C", "C", "C", "C", "S", "O", "O", "N", "C", "C", "O", "O", "H", "H", "H", "H", "H", "H", "H", "H", "H", "C", "C", "C", "C", "C", "C", "C", "C", "C", "C", "H", "H", "H", "H", "H", "H", "H", "H", "H", "H", "H", "H"], "positions_angstrom": [[0.5462, -0.3183, -0.8655], [-2.4888, 3.1295, -1.0056], [-2.1993, 1.7669, -0.7905], [-3.2195, 0.8727, -0.8591], [-4.5279, 1.2301, -1.1432], [-5.5212, 0.2572, -1.2289], [-5.1941, -1.0715, -1.0464], [-3.8796, -1.4301, -0.7565], [-2.8839, -0.4747, -0.6235], [-1.5492, -0.8752, -0.2633], [-1.3888, -2.2918, -0.1696], [-1.0887, -2.9726, -1.3123], [-0.5466, -2.4373, -2.5025], [-0.2501, -1.1137, -2.5855], [-0.1891, -3.2752, -3.5641], [-0.3579, -4.6373, -3.5392], [-0.8843, -5.2310, -2.3860], [-1.0696, -6.6356, -2.2713], [-1.5679, -7.2033, -1.1342], [-1.9083, -6.3862, -0.0316], [-1.7415, -5.0307, -0.1108], [-1.2381, -4.4073, -1.2804], [-2.8529, 3.2975, -2.0241], [-1.5504, 3.6653, -0.8759], [-3.2225, 3.4901, -0.2784], [-4.7966, 2.2638, -1.3087], [-6.5397, 0.5530, -1.4513], [-5.9543, -1.8385, -1.1337], [-3.5915, -2.4621, -0.6097], [0.2515, -2.7844, -4.4268], [-0.0616, -5.2533, -4.3814], [-0.7924, -7.2557, -3.1186], [-1.6916, -8.2793, -1.0685], [-2.2880, -6.8341, 0.8797], [-1.9722, -4.3941, 0.7338], [3.1364, 5.9801, -2.8047], [1.4656, 5.1466, -3.0370], [0.1510, 6.4968, -3.0323], [1.4581, 4.3469, -4.7200], [1.1740, 4.0943, -1.5168], [1.2969, 4.7226, -0.2864], [1.1277, 4.0290, 0.9094], [0.8414, 2.6834, 0.8215], [0.6906, 2.0492, -0.3339], [0.8452, 2.7117, -1.5102], [0.5661, 1.7169, -2.8653], [3.3435, 6.6759, -3.6231], [3.9295, 5.2288, -2.7846], [3.1809, 6.5390, -1.8667], [0.3190, 7.2162, -3.8390], [0.1501, 7.0432, -2.0852], [-0.8415, 6.0590, -3.1670], [1.6708, 5.0818, -5.5016], [0.4933, 3.8804, -4.9213], [2.2086, 3.5555, -4.7636], [1.5349, 5.7831, -0.2485], [1.2320, 4.5163, 1.8690], [0.7223, 2.0742, 1.7089], [6.5431, -0.7762, 4.3239], [5.4460, -1.3474, 3.4605], [5.3061, -2.7230, 3.3022], [4.3253, -3.2475, 2.4701], [3.4654, -2.3913, 1.7967], [3.5920, -1.0186, 1.9443], [4.5783, -0.5052, 2.7727], [2.1465, -3.0896, 0.7871], [0.9966, -3.1224, 1.6509], [2.6855, -4.3549, 0.3456], [1.9534, -2.0493, -0.3769], [3.1041, -1.9530, -1.2880], [3.5088, -0.4817, -1.4456], [4.5639, -0.2000, -1.9875], [2.6380, 0.3571, -0.9696], [6.8879, -1.5082, 5.0556], [6.2035, 0.1117, 4.8592], [7.4018, -0.4840, 3.7139], [5.9777, -3.3922, 3.8308], [4.2149, -4.3136, 2.3220], [2.9364, -0.3590, 1.3899], [4.6857, 0.5693, 2.8780], [2.8479, -2.3401, -2.2795], [3.9773, -2.5122, -0.9508], [-0.2126, -0.2200, 3.2897], [-1.3909, -0.5054, 2.3431], [-1.8316, -1.9434, 2.6283], [-0.9008, -0.2379, 0.8969], [-2.5439, 0.4794, 2.5943], [-2.2999, 1.8412, 2.7971], [-3.3292, 2.7639, 2.9100], [-4.6532, 2.3541, 2.8212], [-4.9200, 1.0074, 2.6236], [-3.8826, 0.0889, 2.5183], [0.5668, -0.9547, 3.0842], [-0.5381, -0.3192, 4.3312], [0.2116, 0.7761, 3.1660], [-0.9894, -2.6094, 2.4658], [-2.6233, -2.2753, 1.9613], [-2.1721, -2.0108, 3.6695], [-1.0589, 0.8322, 0.7626], [-1.2787, 2.1991, 2.8426], [-3.0950, 3.8127, 3.0570], [-5.4610, 3.0726, 2.8939], [-5.9440, 0.6647, 2.5304], [-4.1258, -0.9486, 2.3397]], "forces_ev_per_angstrom": [[-0.12, -0.26, -0.05], [0.05, -0.10, -0.03], [0.00, 0.11, 0.01], [0.09, 0.01, 0.00], [-0.12, -0.02, -0.04], [0.03, -0.02, 0.03], [0.02, -0.01, -0.01], [-0.06, 0.03, 0.00], [0.17, -0.14, 0.03], [-0.87, 0.24, -0.11], [0.56, -0.17, 0.09], [0.08, 0.24, -0.54], [-0.16, -0.24, 0.18], [0.66, -0.21, 0.40], [-0.08, 0.31, -0.16], [0.09, -0.04, -0.22], [-0.13, -0.05, 0.28], [0.01, 0.02, 0.00], [0.00, -0.01, 0.01], [0.01, 0.04, -0.03], [-0.02, -0.05, 0.07], [-0.16, 0.02, 0.21], [-0.03, 0.01, 0.00], [0.00, -0.01, 0.02], [-0.02, 0.03, 0.01], [0.09, 0.02, 0.01], [0.00, 0.00, -0.01], [0.02, -0.02, 0.01], [-0.03, -0.01, 0.00], [0.01, -0.02, 0.00], [-0.01, 0.01, 0.00], [0.00, -0.01, 0.00], [0.00, 0.00, -0.02], [0.00, -0.01, 0.00], [0.01, 0.02, -0.03], [0.03, 0.04, 0.00], [0.01, 0.23, -0.07], [-0.02, 0.04, 0.02], [-0.02, -0.24, 0.04], [-0.01, -0.10, 0.03], [0.00, -0.02, -0.11], [0.03, 0.09, 0.02], [-0.01, -0.08, 0.01], [0.15, 0.14, 0.01], [-0.07, -0.06, 0.18], [-0.13, -0.14, 0.03], [0.00, -0.01, 0.01], [-0.01, 0.02, 0.01], [0.02, -0.01, -0.01], [-0.01, -0.01, 0.00], [-0.02, 0.00, -0.01], [0.01, 0.01, 0.01], [0.02, 0.09, 0.06], [0.04, -0.01, -0.02], [-0.04, 0.00, -0.04], [0.01, -0.01, 0.01], [-0.01, -0.03, 0.02], [0.00, -0.02, 0.00], [-0.03, -0.04, -0.05], [0.05, 0.01, 0.05], [-0.06, -0.02, -0.05], [0.02, 0.12, 0.01], [-0.03, -0.11, -0.03], [0.01, 0.00, 0.03], [0.02, -0.01, 0.01], [0.07, 0.01, 0.46], [0.02, 0.03, -0.02], [0.04, -0.07, -0.16], [-0.29, 0.24, -0.50], [-0.12, 0.19, 0.05], [-0.09, -0.12, 0.12], [0.08, 0.15, 0.00], [0.05, -0.14, -0.22], [0.01, 0.01, 0.01], [0.00, 0.00, 0.00], [0.01, 0.01, 0.02], [0.00, 0.00, 0.00], [0.03, -0.01, 0.02], [0.01, 0.02, 0.01], [-0.02, 0.00, -0.02], [-0.03, -0.03, -0.01], [-0.01, -0.03, 0.06], [-0.16, -0.11, 0.01], [0.06, -0.14, -0.07], [0.03, 0.04, -0.01], [0.33, 0.40, 0.05], [-0.13, -0.02, -0.01], [0.04, 0.02, 0.01], [0.00, 0.02, 0.00], [0.01, -0.08, -0.01], [0.02, 0.02, 0.01], [0.01, 0.00, 0.01], [0.02, 0.03, 0.02], [0.04, 0.02, 0.01], [0.03, 0.02, -0.02], [-0.02, -0.04, 0.01], [0.00, -0.01, 0.01], [-0.01, -0.02, -0.01], [-0.06, 0.03, -0.09], [-0.02, 0.00, 0.01], [0.02, -0.01, 0.00], [0.00, 0.01, 0.00], [0.00, -0.01, 0.00], [0.00, 0.00, 0.00]], "lowdin_charge": [1.7647, -0.0706, -0.1222, -0.2070, -0.0361, -0.1188, -0.1046, -0.0074, -0.1087, -0.2530, 0.0147, -0.2251, -0.3484, -0.3587, -0.0440, -0.0926, -0.1980, -0.0709, -0.1326, -0.1180, -0.0321, -0.0936, 0.0981, 0.0761, 0.0901, 0.0944, 0.0868, 0.0899, 0.1078, 0.1065, 0.0871, 0.0941, 0.0790, 0.0807, 0.0938, -0.1850, 0.5017, -0.1848, -0.2213, -0.2583, -0.1114, -0.0761, -0.1367, -0.0970, -0.7711, 0.6803, 0.0220, 0.0355, 0.0170, 0.0211, 0.0193, 0.0265, 0.0236, 0.0083, 0.0240, 0.0920, 0.0898, 0.0867, -0.0692, -0.2906, -0.0554, -0.0538, -0.2511, -0.0439, -0.0372, 0.5451, -0.3086, -0.3184, -0.3232, -0.1809, -0.6479, 0.0248, -0.2424, 0.0652, 0.0695, 0.0758, 0.1005, 0.1076, 0.0977, 0.1108, 0.1223, 0.1129, -0.0467, -0.4586, -0.0638, -0.2416, -0.1518, -0.0404, -0.1034, -0.1214, -0.0939, -0.0321, 0.0712, 0.0866, 0.0472, 0.0520, 0.0564, 0.0857, 0.0510, 0.0919, 0.0923, 0.0858, 0.0949, 0.1015], "homo_energy_ha": -0.03004, "fmax_ev_per_a": 0.91, "charge": -2, "relative_energy_ev": 2.621, "orbital_gap_ev": 4.80}